*a*
C6H12N2O | ωB97M-V/def2-TZVPD

Last column: natural (NBO) charge in e.
Atoms and positions in Å:
C: -0.256 2.883 -0.991  -0.408
N: -0.494 1.799 -0.127  -0.637
C: -0.557 0.494 -0.829  -0.221
C: -0.189 -0.665 0.113  0.037
C: -0.574 -2.105 -0.239  -0.064
O: 0.326 -2.932 0.545  -0.530
C: 1.397 -2.112 1.085  -0.072
C: 0.996 -0.671 0.911  -0.123
N: -0.347 -0.466 1.571  -0.610
H: 0.761 2.851 -1.407  0.190
H: -0.300 3.880 -0.489  0.204
H: -0.927 2.956 -1.845  0.161
H: -1.377 1.942 0.414  0.359
H: -1.513 0.238 -1.301  0.180
H: 0.113 0.619 -1.718  0.201
H: -0.516 -2.360 -1.308  0.174
H: -1.639 -2.320 0.038  0.192
H: 2.410 -2.265 0.598  0.171
H: 1.478 -2.417 2.162  0.197
H: 1.736 0.138 0.941  0.226
H: -0.526 0.513 1.874  0.370

Values from the calculation:
* structure (SMILES): CNC[C@@]12COC[C@@H]1N2
* Kohn-Sham gap: 9.9711 eV

---

*b*
C6H12N2O | ωB97M-V/def2-TZVPD

Last column: natural (NBO) charge in e.
Atoms and positions in Å:
C: -2.238 -1.835 -0.132  -0.636
C: -1.054 -1.546 0.728  0.083
C: 0.270 -1.679 0.447  -0.112
N: 0.935 -1.300 1.586  -0.522
C: 0.001 -0.961 2.501  0.161
N: -1.198 -1.089 2.018  -0.465
H: -2.459 -1.018 -0.815  0.214
H: -3.146 -1.919 0.457  0.231
H: -2.097 -2.759 -0.672  0.217
H: 0.826 -1.973 -0.431  0.220
H: 1.936 -1.224 1.621  0.416
H: 0.302 -0.615 3.486  0.192
C: 0.695 2.795 -1.664  -0.650
C: 0.641 1.377 -1.095  -0.068
O: 1.942 0.921 -0.698  -0.732
H: 0.091 2.971 -2.561  0.215
H: 1.707 3.001 -2.005  0.221
H: 0.405 3.515 -0.910  0.205
H: 0.002 1.350 -0.207  0.170
H: 0.280 0.650 -1.813  0.179
H: 2.158 1.338 0.157  0.461

Values from the calculation:
* structure (SMILES): Cc1c[nH]cn1.CCO
* Kohn-Sham gap: 9.2504 eV

---

Short version: *b*, *a*, most stable first.

---

*a*
C3H5N3O | ωB97M-V/def2-TZVPD

Last column: natural (NBO) charge in e.
Atoms and positions in Å:
O: -2.307 0.950 -0.450  -0.700
C: -1.663 -0.215 -0.013  -0.100
C: -0.171 -0.076 -0.038  0.314
N: 0.662 -0.977 0.614  -0.472
C: 1.820 -0.458 0.392  0.225
N: 1.794 0.638 -0.429  -0.421
N: 0.434 0.858 -0.713  -0.317
H: -1.747 1.356 -1.126  0.483
H: -1.924 -1.091 -0.630  0.184
H: -2.001 -0.435 1.005  0.203
H: 2.800 -0.805 0.688  0.203
H: 2.318 0.193 -1.175  0.397

Values from the calculation:
* structure (SMILES): OCc1nc[nH]n1
* Kohn-Sham gap: 11.2654 eV

---

*b*
C3H5N3O | ωB97M-V/def2-TZVPD

Last column: natural (NBO) charge in e.
Atoms and positions in Å:
N: 0.486 0.055 2.233  -0.825
C: 0.160 0.069 0.878  0.511
N: -0.925 0.584 0.351  -0.523
C: -0.843 0.271 -0.977  0.405
O: -1.834 0.699 -1.795  -0.657
C: 0.294 -0.422 -1.271  -0.249
N: 0.950 -0.531 -0.043  -0.540
H: -0.255 0.501 2.759  0.394
H: 1.368 0.511 2.438  0.378
H: -1.725 0.286 -2.664  0.479
H: 0.716 -0.781 -2.196  0.214
H: 1.726 -1.135 0.166  0.415

Values from the calculation:
* structure (SMILES): Nc1nc(O)c[nH]1
* Kohn-Sham gap: 8.6662 eV

---

Short version: *b*, *a*, most stable first.

---

*a*
C3H5N3O | ωB97M-V/def2-TZVPD

Last column: natural (NBO) charge in e.
Atoms and positions in Å:
C: -1.104 -0.002 0.158  -0.641
C: 0.314 -0.182 -0.068  0.351
N: 0.833 -1.246 -0.638  -0.294
N: 2.207 -1.048 -0.457  -0.450
C: 2.481 0.108 0.148  0.722
O: 3.533 0.638 0.313  -0.633
N: 1.243 0.610 0.452  -0.594
H: -1.207 1.057 0.355  0.209
H: -1.387 -0.542 0.983  0.235
H: -1.761 -0.255 -0.768  0.248
H: 2.815 -1.646 -1.030  0.422
H: 0.995 1.498 0.883  0.426

Values from the calculation:
* structure (SMILES): Cc1n[nH]c(=O)[nH]1
* Kohn-Sham gap: 9.4254 eV

---

*b*
C3H5N3O | ωB97M-V/def2-TZVPD

Last column: natural (NBO) charge in e.
Atoms and positions in Å:
O: 1.499 2.333 -0.541  -0.686
C: 0.312 1.725 -0.128  -0.106
C: 0.275 0.237 -0.362  0.223
N: 1.089 -0.586 -0.797  -0.062
N: -0.116 -2.648 0.013  -0.624
C: -1.004 -1.741 0.177  0.215
N: -0.928 -0.454 -0.214  -0.382
H: 1.551 2.282 -1.504  0.475
H: -0.593 2.138 -0.597  0.199
H: 0.225 1.876 0.953  0.214
H: -0.371 -3.509 0.502  0.345
H: -1.980 -1.927 0.643  0.188

Values from the calculation:
* Kohn-Sham gap (spin up / spin down): 7.4407 / 8.5122 eV

---

Short version: *a*, *b*, most stable first.